This record from OMol25 describes C38H62AlCl2N6O5PSeSi as an isolated structure. The level of theory is ωB97M-V/def2-TZVPD.

```
117
Properties=species:S:1:pos:R:3
O -2.4214 2.8758 -1.4879
C 3.7574 -3.1710 0.5428
C 0.1667 3.7790 -3.3989
H 0.7379 5.0432 1.0363
C 1.0100 2.4911 2.0700
Si -1.2867 1.8821 -0.9237
C -1.3165 -3.6870 0.3935
N 2.5296 -2.4275 0.2033
H -3.5726 2.5796 0.9699
H -1.8538 2.0185 -3.9617
C -3.3263 4.8779 -0.5385
H 2.7890 -4.3642 -2.4615
H 4.7100 1.1323 1.9114
H 2.7776 -3.4819 4.6698
H -1.0527 -7.0163 -0.2239
H 1.5829 0.6331 -3.5150
O -1.7973 0.2469 -0.7277
C 2.9485 -1.2997 4.6916
H -3.9486 0.2901 2.7866
C -3.6553 3.4670 -1.0065
H -0.8130 4.1601 -3.1076
H -4.9762 2.5838 -2.5114
H -0.6896 4.3557 3.0749
H -3.9012 1.0091 -2.0968
H 1.8131 1.9422 -4.6879
H -1.8066 -5.0263 3.4847
H 2.8455 -0.8720 5.6876
H 4.6319 -2.5164 0.5008
H 1.5158 3.2297 2.6950
N -1.1971 -0.4224 2.2015
C 3.2681 0.8855 -0.6154
C -1.1679 3.6134 2.4341
C 3.1079 -3.6326 -1.7210
H 4.9181 2.2957 -0.5764
C -1.6045 -4.9986 2.4199
C -1.1877 -6.1060 0.3494
H 0.5006 -2.4636 3.0993
H -3.2545 -1.6030 -5.4162
C -1.1476 -4.8880 -0.3139
H -0.6427 1.8627 -5.2398
H 1.4533 -2.1675 -1.6258
H 4.8729 -4.5349 -0.7483
H -2.6120 4.8671 0.2817
H -1.4351 -7.1388 2.2233
H 1.7178 2.0953 1.3442
C 1.5692 1.7161 -3.6490
C 2.1508 -2.6048 4.5161
H -0.9974 -4.8370 -1.3817
H -4.2327 5.3771 -0.1939
C -0.8636 1.6314 -4.1962
C -0.1844 3.1264 1.3797
H 3.3090 -5.1487 -0.2030
H -1.4850 2.7764 3.0591
H -5.4605 4.1757 -1.9365
Cl -6.2425 0.5531 2.3623
C 1.5883 -2.5515 3.0797
N 3.2508 0.2117 0.7054
C 4.5976 0.2367 1.2898
O 0.8864 -0.4711 0.2765
H 3.0305 0.4342 3.3242
H 1.0037 3.8648 -0.2599
C 1.9294 -2.9520 -1.0443
Al -0.8547 -0.8344 0.4325
H 2.6180 1.7620 -0.6080
C 4.7401 1.2548 -0.8517
H 4.0100 -1.4703 4.5005
H -1.7665 -2.8720 2.3399
Se -1.5501 -0.0431 5.0774
H -2.0508 4.0670 1.9878
P 2.1717 -1.0097 0.9109
C 3.8419 -4.2558 -0.5346
H -4.0873 4.0169 -3.0439
H 1.3288 -2.6557 5.2287
H -0.5614 4.6726 -0.1045
C -4.6016 3.5566 -2.1995
O -0.8413 2.0892 0.6163
C -2.3666 -0.4406 -1.8962
H -2.9021 5.4565 -1.3606
C -1.3451 -0.2779 3.3531
H -4.4639 1.6137 -0.2136
C -2.0479 -1.9424 -3.7063
H 2.8844 0.2195 -1.3902
H -1.5201 -2.7814 -4.1436
C 0.2728 4.2459 0.4549
C 2.3812 -0.3895 3.6103
H 1.1492 -3.6745 -0.8035
C -3.0334 -1.2884 -4.4027
Cl -4.3013 -1.1763 0.9851
H 5.0204 1.1364 -1.8972
H 3.7053 -3.5905 1.5503
O -0.0178 1.8897 -1.9144
H -4.8954 -1.1499 3.2568
H 5.6325 -0.6611 -0.3759
C -4.7442 -0.3881 2.5017
H 6.5105 0.7017 0.3312
H 1.4189 0.0168 3.9349
H 2.3303 2.1648 -3.0081
N -1.0119 -2.5005 -1.6364
H 0.6701 1.6760 2.7059
C 0.1919 2.2602 -3.3020
H 1.8298 -3.4231 2.4744
C 5.5196 0.3253 0.0803
H -4.6085 0.2070 -4.3390
H 0.9250 4.2178 -2.7479
H 3.7433 -2.8926 -2.2170
N -1.2339 -2.4490 -0.2105
N 2.1867 -1.3304 2.5022
C -4.2512 2.6310 0.1166
H -5.1891 3.0737 0.4532
C -1.5705 -3.7763 1.7754
C -1.7648 -1.6566 -2.3328
C -3.7842 -0.2599 -3.8185
H -0.8812 0.5469 -4.0751
H 4.7683 -0.6322 1.9247
C -3.4071 0.1727 -2.5597
H 0.3688 4.0920 -4.4243
C -1.4026 -6.1826 1.7181
```

Energy relative to the best compared isomer or geometry (same formula, charge and spin), kcal/mol: 50.3
Net charge: 0
DFT total energy, eV: -173756.59701
Multiplicity: 1